Computed, not measured: 2 unconnected molecules or ions with the total composition CH8N3 at a distorted geometry, with the ωB97M-V functional and the def2-TZVPD basis.

Computed properties:
Orbital gap, eV: 6.11
Relative energy (zero: lowest compared OMol25 entry of this formula, charge and spin), kJ/mol: 296.7
Total charge: +1
LUMO energy, eV: -6.3

Positions of all 12 atoms, in Å:
N  3.9136  0.5768  -0.6114
H  4.3501  0.6834  0.2866
H  0.0753  -1.0848  -0.1181
H  4.5687  0.1831  -1.2655
H  3.0097  0.1554  -0.7049
N  -2.5147  0.5111  0.0149
C  -1.3664  0.0723  0.5084
N  -0.8270  -1.1541  0.3214
H  -3.1768  -0.2226  -0.2356
H  -2.4761  1.0920  -0.8206
H  -0.5373  0.7729  0.4059
H  -1.3383  -1.9731  0.6145

Forces on the atoms, in the same order (eV/Å):
0.4 0.6 -0.8
-0.5 -0.3 0.3
0.6 -0.9 0.9
0.0 -0.1 -0.1
0.1 -0.2 0.6
-1.3 -1.7 0.7
2.6 0.1 -5.1
-2.1 1.3 2.2
-0.1 0.0 0.5
0.4 1.2 0.9
-0.5 0.7 0.7
0.4 -0.6 -0.8


Computed, not measured: 2 unconnected molecules or ions with the total composition CH8N3 at a distorted geometry, with the ωB97M-V functional and the def2-TZVPD basis.

Computed properties:
Orbital gap, eV: 9.33
Relative energy (zero: lowest compared OMol25 entry of this formula, charge and spin), kJ/mol: 225.6
Total charge: +1
LUMO energy, eV: -3.5

Positions of all 12 atoms, in Å:
N  1.3162  0.6265  -2.2193
H  1.9817  1.4668  -2.0416
H  1.5812  0.0939  -1.3693
H  1.2943  0.2514  -3.2085
H  0.3114  0.9147  -1.9022
N  -1.6661  -0.6425  1.2659
C  -0.3762  -0.4503  1.1790
N  0.3887  0.2268  0.3200
H  -2.5730  -0.3128  0.8960
H  -1.9216  -1.1761  2.1194
H  0.2532  -0.7828  1.9942
H  1.0582  0.7708  0.8723

Forces on the atoms, in the same order (eV/Å):
-0.7 2.6 0.9
-1.6 -1.3 -1.3
-0.5 -1.2 -0.7
0.6 0.2 1.7
2.0 -0.4 -0.5
-2.5 -1.9 1.9
3.2 2.6 -0.8
-2.4 0.4 -0.2
1.7 0.4 -0.9
0.5 0.4 -0.9
-0.9 -0.6 0.9
0.4 -1.0 -0.1


Computed, not measured: 2 unconnected molecules or ions with the total composition CH8N3 at a distorted geometry, with the ωB97M-V functional and the def2-TZVPD basis.

Computed properties:
Orbital gap, eV: 11.11
Relative energy (zero: lowest compared OMol25 entry of this formula, charge and spin), kJ/mol: 375.8
Total charge: +1
LUMO energy, eV: -3.7

Positions of all 12 atoms, in Å:
C  -0.6627  0.7738  -0.0115
N  -1.2485  -0.5326  -0.2934
N  0.7707  0.7504  -0.2205
N  1.2194  -0.6319  0.0892
H  -0.8721  1.1077  1.3861
H  -1.0020  1.6138  -0.7055
H  0.3335  -1.2521  -0.2139
H  -1.3695  -0.6775  -1.2808
H  1.2589  1.4407  0.3857
H  1.5357  -0.8237  1.0527
H  -1.9360  -0.8156  0.4242
H  1.9726  -0.9531  -0.6124

Forces on the atoms, in the same order (eV/Å):
-1.7 1.8 3.3
0.8 0.9 1.2
1.4 -1.6 0.4
1.1 -0.7 -2.1
0.1 -1.0 -4.4
0.0 -1.0 1.4
0.7 1.5 1.3
-1.1 -0.2 0.0
-0.3 -0.9 -0.6
-0.3 0.1 -0.4
0.3 0.1 -1.4
-1.0 1.1 1.5


Computed, not measured: 2 unconnected molecules or ions with the total composition CH8N3O at a distorted geometry, with the ωB97M-V functional and the def2-TZVPD basis.

Computed properties:
Orbital gap, eV: 11.99
Relative energy (zero: lowest compared OMol25 entry of this formula, charge and spin), kJ/mol: 59.8
Total charge: +1
LUMO energy, eV: -3.2

Positions of all 13 atoms, in Å:
N  1.4146  -0.4674  0.1786
C  0.1783  -0.7655  -0.2642
N  -0.6995  0.1979  -0.4643
N  -0.1311  -2.0816  -0.3846
H  1.8869  -1.1716  0.7237
H  1.5871  0.4965  0.4451
H  -1.5950  -0.1303  -0.7712
H  -0.4681  1.1186  -0.0235
H  0.2882  -2.7142  0.2710
H  -0.9458  -2.3827  -0.8858
H  0.0837  3.1699  0.8181
H  -1.4007  2.9316  0.9687
O  -0.5798  2.4753  0.7033

Forces on the atoms, in the same order (eV/Å):
-0.5 0.3 0.2
-0.1 -0.7 1.0
1.3 -1.1 -0.4
0.3 0.9 -0.2
0.3 0.1 -0.2
0.1 -0.4 0.0
-0.5 0.7 0.0
-1.0 -0.2 -0.8
0.2 -0.3 -0.3
-0.2 0.0 0.1
0.1 -0.2 -0.1
0.2 -0.5 -0.2
-0.1 1.4 0.7


Computed, not measured: CH8N4 in the gas phase at a distorted geometry, with the ωB97M-V functional and the def2-TZVPD basis.

Computed properties:
Structure (SMILES): NNCNN
Orbital gap, eV: 9.59
Relative energy (zero: lowest compared OMol25 entry of this formula, charge and spin), kJ/mol: 373.0
Total charge: 0
LUMO energy, eV: 1.2

Positions of all 13 atoms, in Å:
N  -2.2787  -0.4781  0.2520
N  -0.7369  -0.9792  -0.0222
C  -0.2077  0.3125  -0.2400
N  1.3387  -0.0823  -0.4340
N  2.3303  0.8029  0.0459
H  -2.7878  -0.6551  -0.6173
H  -2.6886  -1.1103  0.9451
H  -0.3466  -1.3052  0.8666
H  -0.2633  0.9930  0.6138
H  -0.5273  0.7780  -1.1735
H  1.5303  -0.6669  -1.2453
H  2.5955  0.6118  1.0141
H  2.0420  1.7790  -0.0052

Forces on the atoms, in the same order (eV/Å):
1.7 -1.2 0.2
-4.1 0.7 0.3
5.0 -0.7 -0.9
-2.3 0.9 1.6
0.1 0.0 -0.4
0.5 -0.2 0.2
0.3 0.0 -0.3
-0.5 0.1 -0.1
0.0 0.0 -0.2
-0.5 -0.1 0.2
0.2 0.9 0.2
-0.4 -0.2 -0.4
0.1 -0.3 -0.2


Computed, not measured: 2 unconnected molecules or ions with the total composition CH8N4, with the ωB97M-V functional and the def2-TZVPD basis.

Computed properties:
Orbital gap (alpha / beta), eV: 10.85 / 6.56
Total charge: +1
LUMO energy (alpha / beta), eV: -3.4 / -7.7
Spin multiplicity: 2

Positions of all 13 atoms, in Å:
N  -0.3121  -0.3449  0.0523
C  -0.2036  -1.2040  1.0666
N  0.9934  -1.5628  1.5057
N  -1.3026  -1.6900  1.7038
H  -1.1998  0.1103  -0.1028
H  0.4875  0.2412  -0.1505
H  1.7648  -0.9205  1.4055
H  1.0187  -2.1165  2.3526
H  -2.1397  -1.7059  1.1186
N  0.1923  2.1405  -1.9748
H  0.6770  1.6381  -2.7081
H  -0.6888  2.4126  -2.4013
H  0.7129  3.0019  -1.8677

Forces on the atoms, in the same order (eV/Å):
0.0 0.1 0.9
0.3 0.5 -0.7
-0.2 0.1 0.8
-0.2 -0.3 0.3
-0.1 -0.1 -0.3
-0.1 0.2 -0.5
0.2 -0.2 -0.4
0.0 -0.1 -0.1
0.0 0.0 -0.1
-0.1 -0.2 0.0
0.1 -0.1 -0.1
0.0 0.0 0.1
0.0 0.1 0.2


Computed, not measured: 2 unconnected molecules or ions with the total composition CH8NO at a distorted geometry, with the ωB97M-V functional and the def2-TZVPD basis.

Computed properties:
Orbital gap (alpha / beta), eV: 4.67 / 11.56
Relative energy (zero: lowest compared OMol25 entry of this formula, charge and spin), kJ/mol: 24.1
Total charge: 0
LUMO energy (alpha / beta), eV: 0.9 / 0.6
Spin multiplicity: 2

Positions of all 11 atoms, in Å:
N  1.7411  -0.5413  -0.9033
H  2.5732  -0.3526  -1.5104
H  0.9150  -0.8519  -1.4603
H  1.5208  0.3428  -0.4048
H  2.0091  -1.2694  -0.2136
C  -1.3375  0.9569  0.5048
O  -0.7071  -0.3465  0.5629
H  -0.8359  1.5849  1.2456
H  -2.3693  0.8675  0.8458
H  -1.2836  1.4079  -0.4802
H  -1.3290  -0.8970  1.0139

Forces on the atoms, in the same order (eV/Å):
0.3 0.3 -0.2
-0.3 -0.1 -0.1
0.1 0.0 0.0
-0.1 0.0 0.1
0.0 -0.2 0.2
0.3 -0.4 1.1
0.1 1.0 -0.7
0.0 0.2 -0.3
-0.1 0.1 -0.3
0.1 -0.2 -0.1
-0.3 -0.8 0.4


Computed, not measured: 2 unconnected molecules or ions with the total composition CH8NO, with the ωB97M-V functional and the def2-TZVPD basis.

Computed properties:
Orbital gap, eV: 11.78
Relative energy (zero: lowest compared OMol25 entry of this formula, charge and spin), kJ/mol: 50.9
Total charge: +1
LUMO energy, eV: -3.9

Positions of all 11 atoms, in Å:
N  -0.8258  -0.5786  1.5514
H  -0.0928  -0.6919  0.7858
H  -0.5015  0.0727  2.2693
H  -1.0590  -1.4705  1.9954
H  -1.7216  -0.2047  1.2266
C  0.3141  0.9819  -1.1899
O  0.6263  -0.3198  -0.6224
H  -0.0580  1.6138  -0.3836
H  -0.3633  0.8541  -2.0290
H  1.1845  1.4504  -1.5786
H  1.4840  -0.6180  -0.9357

Forces on the atoms, in the same order (eV/Å):
-0.5 -0.1 0.8
-0.4 0.4 -0.3
0.2 -0.2 0.0
0.3 0.0 0.0
0.3 0.0 -0.5
-0.2 -0.6 0.2
0.0 0.2 0.0
-0.3 0.0 -0.2
-0.4 0.1 0.2
0.9 0.3 -0.2
0.0 -0.1 -0.1


Computed, not measured: 3 unconnected molecules or ions with the total composition CH8NO2 at a distorted geometry, with the ωB97M-V functional and the def2-TZVPD basis.

Computed properties:
Orbital gap (alpha / beta), eV: 7.50 / 9.86
Relative energy (zero: lowest compared OMol25 entry of this formula, charge and spin), kJ/mol: 37.7
Total charge: 0
LUMO energy (alpha / beta), eV: 0.8 / 0.8
Spin multiplicity: 2

Positions of all 12 atoms, in Å:
C  -0.4901  -0.3337  -1.4992
N  0.3676  -0.4863  -0.4482
H  -0.2306  -0.4894  -2.5442
H  -1.5479  -0.0823  -1.4505
H  0.2157  0.2059  0.2560
H  0.7082  -1.3264  -0.0157
H  0.8741  3.1056  0.6515
H  1.9664  3.0817  -0.4120
O  1.3923  2.4997  0.1057
H  -1.0044  -1.7371  2.5018
H  -1.5055  -2.2008  1.1317
O  -0.7457  -2.2370  1.7232

Forces on the atoms, in the same order (eV/Å):
-0.8 -0.6 -1.5
0.2 1.0 0.3
0.6 -0.5 0.3
0.1 0.4 0.8
0.0 0.2 0.5
-0.1 -0.5 -0.6
0.1 -0.1 -0.1
-0.1 -0.2 0.1
0.0 0.4 0.1
0.0 0.0 0.0
0.1 0.1 0.0
0.0 -0.2 0.1


Computed, not measured: 2 unconnected molecules or ions with the total composition CH8NS at a distorted geometry, with the ωB97M-V functional and the def2-TZVPD basis.

Computed properties:
Orbital gap, eV: 9.48
Relative energy (zero: lowest compared OMol25 entry of this formula, charge and spin), kJ/mol: 27.9
Total charge: +1
LUMO energy, eV: -4.0

Positions of all 11 atoms, in Å:
N  -0.4804  0.5956  2.0967
H  -1.2524  -0.0674  2.0807
H  -0.0040  0.6520  3.0024
H  0.2311  0.3250  1.3671
H  -0.7662  1.5339  1.8121
C  0.4424  -0.9932  -1.8786
S  0.4793  0.4562  -0.8022
H  1.0223  -1.7656  -1.3791
H  -0.5557  -1.4821  -1.8550
H  0.8294  -0.7162  -2.8568
H  0.0541  1.4618  -1.5873

Forces on the atoms, in the same order (eV/Å):
1.3 0.2 -0.2
-0.1 0.1 0.1
-0.4 -0.1 0.1
-0.7 0.0 0.2
-0.4 -0.1 0.1
-1.1 -0.7 0.5
0.4 0.2 -0.1
0.7 0.3 -0.2
0.4 0.8 -0.7
-0.1 -0.4 0.1
-0.1 -0.3 0.0


Computed, not measured: 3 unconnected molecules or ions with the total composition CH8O2S2, with the ωB97M-V functional and the def2-TZVPD basis.

Computed properties:
Structure (SMILES): CSS.O.O
Orbital gap, eV: 9.57
Relative energy (zero: lowest compared OMol25 entry of this formula, charge and spin), kJ/mol: 18.1
Total charge: 0
LUMO energy, eV: 0.3

Positions of all 13 atoms, in Å:
C  -0.2141  -1.5976  -0.0107
S  1.1834  -1.1096  1.0501
S  1.6708  0.8111  0.3782
H  0.1264  -2.3162  -0.7523
H  -0.9920  -1.9925  0.6126
H  -0.5801  -0.7336  -0.5573
H  2.2283  0.3879  -0.7657
O  -2.7918  -0.0315  -1.9371
H  -2.3115  0.5696  -1.3293
H  -2.9052  0.4839  -2.7434
O  -1.7159  1.8218  -0.2081
H  -0.8394  1.5973  0.1398
H  -2.2968  1.6498  0.5445

Forces on the atoms, in the same order (eV/Å):
0.6 0.4 -0.4
0.0 0.5 0.0
-0.2 -0.8 0.1
-0.1 -0.2 0.1
-0.4 -0.3 0.2
-0.1 0.0 0.1
0.1 0.2 -0.1
0.2 0.1 0.1
-0.3 -0.1 -0.4
0.0 -0.1 0.1
0.1 -0.1 0.5
0.1 0.1 -0.2
-0.1 0.1 -0.1


Computed, not measured: 3 unconnected molecules or ions with the total composition CH8O2S2, with the ωB97M-V functional and the def2-TZVPD basis.

Computed properties:
Structure (SMILES): CSS.O.O
Orbital gap, eV: 9.38
Relative energy (zero: lowest compared OMol25 entry of this formula, charge and spin), kJ/mol: 42.0
Total charge: 0
LUMO energy, eV: 0.5

Positions of all 13 atoms, in Å:
C  2.0262  -1.6695  -0.4778
S  0.2401  -1.4531  -0.6724
S  0.0010  -0.5815  -2.5206
H  2.2604  -2.7309  -0.4581
H  2.2902  -1.2359  0.4798
H  2.6383  -1.2346  -1.2556
H  0.4800  0.6483  -2.2717
O  -1.0484  2.6504  0.3298
H  -1.9233  2.6104  -0.0784
H  -0.9644  3.5259  0.7290
O  -2.2244  -0.5090  2.0168
H  -1.4556  -0.2249  1.5071
H  -2.3201  0.2045  2.6721

Forces on the atoms, in the same order (eV/Å):
0.1 -0.5 0.2
-0.1 0.4 -0.2
0.2 -0.2 0.0
0.0 -0.1 0.1
0.1 0.1 0.1
-0.2 0.3 -0.2
-0.1 0.1 0.2
0.0 0.0 0.0
0.2 0.1 0.1
-0.2 -0.2 -0.2
0.1 0.6 0.4
0.0 -0.1 -0.1
0.0 -0.4 -0.3